Formula: C42H42GeIN7O6PZr
Source: the Open Molecules 2025 dataset
Level of theory: ωB97M-V/def2-TZVPD

Values from the calculation:
charge: +1
HOMO level: -0.3970 hartree
frontier orbital gap: 0.3033 hartree
molecular weight: 1062.55 g/mol
ΔE to the lowest compared entry with this formula, charge and spin: 61.0 kJ/mol

Element x y z (Å)
Zr  -0.323  1.150  1.591
C  -4.405  4.663  -0.747
N  -3.793  3.702  0.164
C  -4.465  2.878  1.021
C  -3.526  2.087  1.604
N  -2.289  2.396  1.095
C  -2.479  3.397  0.239
P  -1.243  4.458  -0.572
C  -0.625  3.292  -1.812
N  -1.496  2.621  -2.534
C  -0.758  1.972  -3.482
C  0.564  2.288  -3.342
N  0.645  3.139  -2.269
C  1.861  3.741  -1.746
C  0.017  4.443  0.742
N  0.368  3.463  1.574
C  1.388  3.953  2.350
C  1.643  5.240  1.992
N  0.775  5.542  0.983
C  0.731  6.838  0.316
H  -5.460  4.745  -0.502
H  -4.296  4.319  -1.774
H  -3.936  5.637  -0.637
H  -5.532  2.930  1.145
H  -3.653  1.369  2.395
H  -1.214  1.323  -4.211
H  1.441  1.996  -3.894
H  2.667  3.557  -2.452
H  2.127  3.304  -0.784
H  1.737  4.820  -1.652
H  1.862  3.351  3.102
H  2.354  5.956  2.367
H  0.567  7.620  1.054
H  -0.082  6.854  -0.404
H  1.673  7.022  -0.199
N  -2.030  -0.533  1.442
C  -1.822  -1.497  2.541
C  -0.329  -1.503  2.861
O  0.123  -2.084  3.810
O  0.361  -0.773  1.994
H  -3.009  -0.296  1.342
H  -1.747  -0.961  0.564
H  -2.136  -2.506  2.274
H  -2.368  -1.175  3.425
I  0.109  1.378  10.490
C  0.023  1.384  8.408
C  1.201  1.299  7.674
C  1.141  1.306  6.292
C  -0.091  1.396  5.651
C  -1.266  1.471  6.394
C  -1.211  1.469  7.776
C  -0.148  1.397  4.186
O  0.897  1.430  3.474
O  -1.274  1.352  3.561
H  2.153  1.222  8.179
H  2.043  1.226  5.702
H  -2.217  1.533  5.882
H  -2.119  1.531  8.359
O  1.478  1.199  0.262
C  0.846  0.486  -0.585
O  -0.428  0.536  -0.531
C  1.562  -0.507  -1.436
C  0.753  -1.097  -2.591
Ge  0.873  -3.064  -2.654
C  2.746  -3.589  -2.762
C  3.197  -4.780  -2.196
C  4.530  -5.154  -2.299
C  5.431  -4.339  -2.968
C  4.997  -3.151  -3.539
C  3.663  -2.782  -3.437
C  0.118  -3.745  -0.981
C  -1.213  -4.161  -0.915
C  -1.748  -4.647  0.271
C  -0.956  -4.728  1.409
C  0.368  -4.313  1.363
C  0.896  -3.824  0.175
C  -0.150  -3.712  -4.177
C  0.345  -4.740  -4.977
C  -0.392  -5.217  -6.053
C  -1.634  -4.669  -6.341
C  -2.138  -3.644  -5.554
C  -1.398  -3.169  -4.480
H  1.820  -1.271  -0.687
H  2.521  -0.088  -1.742
H  1.058  -0.666  -3.545
H  -0.302  -0.849  -2.461
H  2.504  -5.423  -1.665
H  4.865  -6.083  -1.855
H  6.471  -4.630  -3.047
H  5.696  -2.515  -4.066
H  3.335  -1.855  -3.896
H  -1.834  -4.128  -1.804
H  -2.776  -4.987  0.300
H  -1.364  -5.125  2.331
H  0.985  -4.367  2.250
H  1.942  -3.535  0.149
H  1.318  -5.170  -4.764
H  0.005  -6.015  -6.667
H  -2.208  -5.040  -7.180
H  -3.106  -3.214  -5.777
H  -1.805  -2.365  -3.874

Formula: C5H12
Source: the Open Molecules 2025 dataset
Level of theory: ωB97M-V/def2-TZVPD

Values from the calculation:
charge: 0
HOMO level: -0.3251 hartree
frontier orbital gap: 0.3609 hartree
molecular weight: 72.15 g/mol
ΔE to the lowest compared entry with this formula, charge and spin: 420.4 kJ/mol

Element x y z (Å)
C  -1.010  -2.393  3.075
C  -0.592  -3.167  2.021
C  -0.643  -2.571  0.598
H  -1.660  -2.424  3.925
H  -1.090  -1.167  3.004
H  0.087  -4.031  2.198
H  -1.656  -2.879  0.383
H  -0.596  -1.498  0.407
H  -0.006  -3.071  -0.101
C  1.374  3.250  -3.059
C  0.648  3.838  -1.838
H  0.824  3.421  -4.175
H  1.314  2.146  -3.028
H  2.451  3.338  -3.027
H  -0.096  4.562  -1.861
H  0.480  3.223  -0.973
H  1.291  4.638  -1.525